[1]
ORCA calculation (ωB97M-V/def2-TZVPD) on a 10-piece molecular cluster, C20H60O10 overall.

Results
- Structure (SMILES): CCO.CCO.CCO.CCO.CCO.CCO.CCO.CCO.CCO.CCO

XYZ file:
```
90
Properties=species:S:1:pos:R:3:forces:R:3
C -2.8482 -4.5829 -0.3863 0.278 0.185 -0.746
C -1.6849 -3.9406 -1.1755 -1.087 -0.375 0.250
O -1.9937 -2.5759 -1.4285 0.705 -0.119 0.533
H -3.0727 -4.0075 0.5111 0.035 0.013 0.048
H -2.6618 -5.6229 -0.1115 0.077 0.021 -0.039
H -3.7078 -4.5389 -1.0558 -0.220 -0.094 0.262
H -1.6138 -4.3931 -2.1661 0.127 -0.230 0.105
H -0.7540 -4.1342 -0.6301 0.209 0.499 -0.149
H -1.8103 -2.0942 -0.5959 -0.120 0.137 -0.372
C -5.8576 -2.6115 4.5919 0.009 -0.402 -0.058
C -4.3472 -2.7110 4.6267 0.271 -0.312 -0.041
O -3.8402 -2.6106 3.3010 0.012 0.041 -0.050
H -6.1105 -1.7226 4.0166 -0.306 0.046 0.201
H -6.2968 -2.6202 5.5905 0.156 0.456 0.080
H -6.3165 -3.4844 4.1213 0.254 0.077 -0.336
H -4.0225 -3.6702 5.0503 -0.110 0.032 0.149
H -3.9152 -1.9175 5.2459 -0.125 0.051 0.048
H -2.9418 -2.2522 3.3457 -0.235 0.042 -0.016
C 3.8315 1.2512 2.8289 -0.675 0.686 0.266
C 3.5727 1.1480 1.3383 -0.207 0.140 0.180
O 4.3562 2.1264 0.6974 0.312 -0.106 -0.148
H 4.8647 1.0414 3.0964 -0.017 -0.303 -0.083
H 3.1205 0.6462 3.3982 0.282 -0.351 -0.063
H 3.6324 2.2705 3.1764 0.086 0.053 -0.222
H 2.5186 1.3367 1.0909 -0.069 -0.117 0.293
H 3.7732 0.1112 1.0282 0.251 0.135 -0.296
H 4.2268 2.0548 -0.2646 -0.043 -0.173 0.064
C 0.1512 -0.0123 -1.1020 0.229 0.423 -0.878
C -0.0172 -0.1188 0.3945 -0.392 0.050 -0.252
O -1.1441 -0.9384 0.6935 0.035 -0.164 0.108
H -0.5645 0.6805 -1.5516 -0.174 -0.007 0.308
H 0.0204 -0.9244 -1.6834 0.128 -0.329 0.467
H 1.1230 0.4144 -1.3667 0.099 -0.119 0.195
H -0.2070 0.9007 0.7480 0.171 -0.080 0.316
H 0.8688 -0.5192 0.8953 0.107 0.053 -0.130
H -1.1183 -1.1751 1.6352 -0.164 0.128 -0.076
C 0.2740 3.4790 2.0397 -0.227 -0.522 0.005
C -0.5584 4.6339 1.5450 0.215 0.484 -0.467
O -1.3125 5.1820 2.6145 0.041 -0.298 0.485
H 0.9076 3.0507 1.2603 0.020 0.313 -0.163
H -0.3959 2.6655 2.3330 0.082 0.083 0.330
H 0.9228 3.7633 2.8669 -0.120 0.023 0.086
H -1.2186 4.3042 0.7369 0.006 -0.047 0.009
H 0.0992 5.4123 1.1380 -0.014 -0.045 -0.075
H -2.0502 5.6988 2.2877 0.014 0.033 -0.199
C 1.1136 -2.1950 4.0036 -0.305 -0.256 -0.253
C -0.3652 -2.5688 3.9631 0.549 0.252 0.866
O -1.1889 -1.4857 3.5188 0.069 0.028 -0.378
H 1.7067 -3.0313 4.3752 -0.044 -0.087 -0.109
H 1.3032 -1.3695 4.6915 -0.089 0.154 -0.133
H 1.4444 -1.9492 2.9936 0.198 0.143 0.105
H -0.6750 -2.8425 4.9782 -0.128 -0.189 -0.162
H -0.5467 -3.4033 3.2899 -0.088 0.036 -0.031
H -0.9175 -0.6633 3.9438 -0.026 -0.113 0.091
C 5.8176 -0.1176 -1.3885 -0.206 -0.005 0.570
C 4.4865 -0.0509 -2.0957 -0.079 0.289 -0.780
O 3.9264 1.2564 -1.9617 -0.271 -0.261 0.264
H 6.4014 0.7743 -1.6121 0.082 -0.078 -0.140
H 6.3690 -1.0157 -1.6632 0.031 0.029 -0.132
H 5.6772 -0.1434 -0.3047 0.032 0.067 -0.048
H 3.7748 -0.8067 -1.7429 0.112 -0.036 0.147
H 4.6352 -0.2230 -3.1713 0.018 -0.165 0.091
H 3.0978 1.2605 -2.4882 0.355 0.216 -0.012
C 1.0323 -2.9573 -3.6840 0.472 -0.371 0.969
C 0.1838 -2.0404 -4.5328 -0.040 -0.327 0.607
O 0.9584 -0.9440 -5.0212 -0.183 -0.146 -0.548
H 0.4655 -3.8088 -3.3015 -0.168 0.097 -0.089
H 1.3902 -2.4113 -2.8055 -0.212 0.087 0.013
H 1.9591 -3.3750 -4.0888 -0.259 0.161 -0.721
H -0.5972 -1.6389 -3.8863 0.075 0.247 -0.032
H -0.3581 -2.5740 -5.3162 0.309 0.091 -0.336
H 1.5309 -1.2857 -5.7177 0.010 0.107 0.054
C 1.2502 3.5147 -2.9855 -0.025 -0.505 -0.417
C 0.9432 2.3801 -3.9524 -0.215 -0.107 -0.242
O 1.9239 1.3489 -3.8473 -0.090 -0.114 0.006
H 0.5696 4.3548 -3.1205 -0.126 -0.085 -0.061
H 2.2596 3.8815 -3.1663 0.091 -0.058 0.278
H 1.1210 3.1193 -1.9776 0.291 0.236 0.158
H 0.9231 2.7056 -4.9962 -0.074 0.276 0.049
H -0.0386 1.9531 -3.7213 -0.071 0.079 -0.016
H 1.5966 0.5650 -4.3413 0.128 0.279 0.434
C -2.3377 2.8321 -1.5161 0.775 0.290 -0.048
C -3.7338 3.4263 -1.4218 0.365 -0.068 0.117
O -4.7335 2.4593 -1.1603 -0.100 0.031 -0.304
H -1.6186 3.6280 -1.7445 -0.082 0.070 0.065
H -2.1911 2.1087 -2.3229 -0.479 -0.022 -0.065
H -1.9699 2.3504 -0.6081 -0.370 0.006 0.152
H -3.9090 4.0183 -2.3297 -0.301 -0.221 -0.055
H -3.8081 4.1360 -0.5950 0.163 -0.080 0.040
H -4.7539 1.8353 -1.8949 0.000 0.009 0.108
```
Positions in Å, forces in eV/Å.

---

[2]
ORCA calculation (ωB97M-V/def2-TZVPD) on a 10-piece molecular cluster, C20H60O20S5 overall.

Results
- Structure (SMILES): CCOS(C)(=O)=O.CCOS(C)(=O)=O.CCOS(C)(=O)=O.CCOS(C)(=O)=O.CCOS(C)(=O)=O.CO.CO.CO.CO.CO

XYZ file:
```
105
Properties=species:S:1:pos:R:3:forces:R:3
C -0.2545 -5.0139 0.5938 -0.099 0.198 0.149
O 1.1404 -5.1633 0.3403 -0.222 -0.201 0.047
H -0.8573 -5.8715 0.2830 0.150 0.011 -0.279
H -0.4218 -4.9387 1.6672 0.267 0.159 0.028
H -0.6142 -4.0965 0.1220 -0.273 -0.085 0.040
H 1.2311 -5.3401 -0.5995 0.147 -0.018 0.000
C -4.9516 -0.7585 1.5999 -0.081 0.328 0.428
O -5.2187 -1.5979 0.4903 0.134 0.239 0.331
H -4.9487 -1.3395 2.5215 0.032 -0.174 -0.124
H -3.9847 -0.2550 1.5076 0.036 -0.093 -0.036
H -5.7109 0.0227 1.7270 -0.064 -0.101 -0.123
H -5.1030 -1.0181 -0.2785 -0.049 -0.252 -0.412
C -1.6499 -1.0308 -0.0208 -0.055 -0.141 -0.234
O -0.5304 -0.2491 0.3671 -0.211 -0.117 -0.164
H -1.3560 -1.8585 -0.6763 0.068 -0.061 0.140
H -2.1138 -1.4726 0.8571 0.019 0.068 0.066
H -2.3921 -0.4446 -0.5782 -0.028 0.059 0.210
H -0.0639 -0.0754 -0.4611 0.211 0.266 0.131
C -3.6417 -4.3072 -0.8167 0.220 0.184 -0.247
O -3.5510 -3.8481 0.5095 0.181 -0.191 0.163
H -4.6763 -4.3682 -1.1661 0.014 0.035 -0.035
H -3.0631 -3.6596 -1.4950 -0.180 0.005 -0.082
H -3.1945 -5.2983 -0.8989 -0.062 -0.041 0.223
H -4.0768 -3.0337 0.5739 -0.164 -0.039 -0.078
C -3.9538 0.2306 -2.7175 0.100 0.489 -0.245
O -4.8912 0.0991 -1.6588 0.018 -0.029 0.319
H -4.4639 0.5514 -3.6254 0.070 -0.225 -0.118
H -3.1919 0.9861 -2.5006 -0.001 -0.075 0.109
H -3.4462 -0.7197 -2.8509 -0.171 -0.134 -0.016
H -5.2509 0.9637 -1.4410 -0.062 0.047 -0.175
O -3.2990 3.4954 -5.7090 0.390 -0.241 -0.800
S -3.8661 3.7724 -4.4468 -0.238 0.136 0.650
O -5.0095 3.0497 -3.9861 -0.290 -0.052 0.104
O -2.6958 3.5718 -3.4030 0.259 0.207 0.141
C -2.9897 3.8186 -2.0064 -0.081 -0.351 0.249
C -1.8196 3.3248 -1.1937 0.228 0.074 -0.135
C -4.1758 5.4943 -4.3104 -0.094 0.096 -0.288
H -3.8936 3.2601 -1.7507 -0.010 0.093 -0.019
H -3.1754 4.8807 -1.8409 0.059 0.017 -0.098
H -0.9084 3.8867 -1.4027 -0.076 0.087 -0.052
H -1.6131 2.2858 -1.4396 -0.006 -0.145 0.153
H -2.0366 3.4225 -0.1300 -0.033 -0.082 -0.005
H -4.9163 5.7550 -5.0633 -0.064 -0.076 0.012
H -3.2456 6.0095 -4.5361 0.002 0.084 0.162
H -4.5656 5.7058 -3.3206 0.039 0.143 0.020
O 0.5642 0.4532 -2.2153 -0.193 -0.025 0.091
S 1.7112 -0.1876 -2.7973 -0.253 0.481 -1.289
O 2.7947 -0.5943 -1.9961 0.716 -0.402 0.892
O 1.2579 -1.4672 -3.5923 0.043 -0.307 0.070
C 0.0757 -1.4028 -4.4171 -0.733 0.489 -0.096
C -1.0184 -2.2643 -3.8395 0.006 -0.466 -0.134
C 2.3392 0.8237 -4.1063 0.263 -0.025 0.551
H 0.3470 -1.6790 -5.4339 0.222 -0.190 0.094
H -0.2952 -0.3736 -4.4528 0.162 -0.007 0.020
H -1.9055 -2.2214 -4.4746 -0.009 0.222 0.056
H -1.2622 -1.9257 -2.8351 -0.099 0.000 0.002
H -0.7458 -3.3206 -3.8008 0.202 0.081 0.095
H 3.0858 0.2253 -4.6223 -0.201 -0.068 -0.245
H 2.8804 1.6427 -3.6327 -0.260 0.163 -0.010
H 1.5152 1.1676 -4.7221 0.113 0.056 -0.163
O 4.5563 -2.9857 5.3404 -0.021 0.203 0.474
S 4.4009 -3.4212 3.9969 0.130 0.650 0.049
O 4.1520 -4.7849 3.7057 -0.029 -0.877 -0.284
O 3.2417 -2.5375 3.4021 -0.386 0.068 -0.218
C 2.7138 -2.9089 2.0855 0.552 0.435 -0.067
C 2.4596 -1.6345 1.3211 0.410 0.582 0.179
C 5.8049 -2.8346 3.0947 -0.296 -0.110 0.271
H 1.8334 -3.5255 2.2207 0.007 -0.075 0.059
H 3.4895 -3.4715 1.5683 -0.227 -0.304 -0.028
H 1.7938 -0.9415 1.8364 -0.422 -0.340 -0.114
H 2.1152 -1.8584 0.3142 -0.244 0.028 0.058
H 3.3816 -1.0511 1.2159 0.150 -0.316 -0.079
H 5.7563 -1.7516 3.1554 0.162 0.047 -0.120
H 5.7665 -3.1994 2.0733 0.120 0.034 -0.043
H 6.6645 -3.2105 3.6434 0.130 -0.028 -0.188
O -2.6237 1.5655 5.6027 -0.536 0.052 0.346
S -1.4959 1.5996 4.7470 0.260 -0.376 -0.338
O -0.7367 2.7943 4.5776 0.120 0.469 -0.119
O -0.5443 0.4630 5.2764 -0.004 -0.130 0.088
C 0.6984 0.2298 4.5901 0.595 -0.176 -0.507
C 1.6006 -0.5276 5.5390 -0.548 -0.226 0.031
C -1.9311 0.9761 3.1519 0.264 -0.013 -0.099
H 1.1235 1.1681 4.2250 -0.038 0.144 0.421
H 0.5178 -0.3643 3.6857 -0.225 -0.087 0.168
H 1.1585 -1.5099 5.7171 0.094 -0.021 0.011
H 1.6415 -0.0283 6.5054 0.261 0.153 -0.081
H 2.5836 -0.6925 5.1079 0.082 0.132 0.067
H -2.0420 -0.1037 3.2171 -0.211 0.010 0.068
H -1.1175 1.1980 2.4641 -0.082 0.024 -0.084
H -2.8540 1.4561 2.8386 -0.006 0.021 0.009
O 6.1160 1.3730 0.1261 0.070 -0.456 0.188
S 6.0902 2.7846 -0.0638 -0.133 0.062 -0.014
O 6.9177 3.3970 -1.0383 0.274 0.311 -0.404
O 4.6074 3.2175 -0.4209 -0.075 -0.110 -0.006
C 3.5372 2.3634 0.0526 -0.390 -0.073 0.068
C 2.2530 2.9600 -0.4574 -0.225 0.462 -0.254
C 6.3428 3.6176 1.4665 -0.450 0.226 -0.071
H 3.5368 2.3382 1.1449 0.131 -0.050 -0.002
H 3.6826 1.3571 -0.3345 0.098 -0.009 0.046
H 1.3915 2.3220 -0.2622 0.124 -0.168 0.036
H 2.3254 3.1273 -1.5350 -0.054 -0.122 0.013
H 2.0451 3.9336 -0.0087 0.122 -0.036 0.076
H 5.7772 4.5442 1.3880 0.159 0.102 0.061
H 7.4017 3.8350 1.5512 0.060 -0.163 0.193
H 5.9342 3.0183 2.2746 0.217 -0.053 0.093
```
Positions in Å, forces in eV/Å.

---

Sequential ΔE to the lowest compared entry with this formula, charge and spin output: 57.39; 0.00 kJ/mol
Sequential frontier orbital gap output: 10.06; 9.98 eV